The following is a DFT calculation (ωB97M-V with the def2-TZVPD basis set) of a molecular structure, C23H21BIrN11O6S at a distorted geometry.

```
64
Properties=species:S:1:pos:R:3
Ir -1.272 -0.499 -0.379
S -0.611 -2.524 0.485
O 4.074 4.700 1.977
O -0.573 2.576 2.210
O 2.978 -2.148 1.574
O 5.001 -1.413 1.662
O -0.770 1.249 0.466
O 5.760 3.348 1.954
N -3.037 0.499 -0.573
N 0.540 -2.202 4.233
N -2.618 -1.148 -2.963
N 3.810 -1.249 1.609
N -2.027 -1.685 -1.867
N 4.575 3.600 1.904
N -0.909 -1.246 2.906
N 3.893 -0.161 -5.582
N -1.870 -0.422 2.346
N -3.451 0.974 -1.783
N 0.559 -2.749 2.982
C -3.450 1.422 0.351
C 1.431 1.624 1.446
C 1.938 0.336 1.439
C -0.368 -1.275 4.180
C -4.104 2.104 -1.616
C 3.650 2.449 1.737
C 0.206 -0.301 -1.705
C -0.287 -2.170 2.153
C 2.299 2.698 1.618
C -2.532 -2.008 -3.972
C -0.058 0.399 -2.872
C 0.896 0.430 -3.878
C -1.537 -2.890 -2.252
C -0.781 -0.365 5.271
C 1.416 -0.966 -1.518
C 2.367 -0.918 -2.529
C 3.102 -0.192 -4.751
C 3.297 0.137 1.594
C 4.188 1.177 1.734
C -1.846 -3.138 -3.567
C -0.049 1.862 1.380
C -4.146 2.424 -0.254
C 2.107 -0.231 -3.706
B -3.430 0.180 -3.122
H 1.635 -1.527 -0.627
H -2.949 0.861 -3.995
H 1.290 -0.515 1.316
H -1.790 0.526 2.709
H -1.623 -4.018 -4.143
H -0.196 -0.596 6.158
H -0.605 0.677 4.995
H -1.839 -0.493 5.501
H -4.608 3.277 0.212
H -2.976 -1.758 -4.922
H -2.809 -0.780 2.508
H 1.932 3.714 1.656
H -3.263 1.299 1.397
H 0.696 0.961 -4.799
H -4.562 -0.101 -3.422
H 1.268 -3.428 2.744
H -4.541 2.603 -2.467
H 3.316 -1.422 -2.397
H -1.004 -3.528 -1.574
H -0.982 0.944 -3.009
H 5.251 1.017 1.841
```

The calculation puts the relative energy (zero: lowest compared OMol25 entry of this formula, charge and spin) at 236.11 kJ/mol. The value obtained for the HOMO-LUMO gap (alpha / beta) is 0.2622 / 0.2372 Eh. As for the expectation value of S²: 0.76. The multiplicity is 2. The net charge is +1. The value obtained for the electronic energy is -67205.281 eV.

Charges per atom according to Mulliken partitioning, unit e: 1.569, -0.403, -0.593, -0.618, -0.632, -0.597, -0.540, -0.595, -0.170, -0.919, 0.105, 1.063, -0.042, 1.024, 0.270, -0.476, -0.816, 0.186, 0.515, -0.060, 0.412, 1.725, 1.192, -0.189, -0.480, 0.830, -0.120, -0.413, -0.230, -0.292, -0.899, 0.017, -1.334, 0.101, -0.941, -0.303, -1.066, -0.515, -1.155, -0.665, -1.094, 0.356, 0.010, 0.424, 0.009, 0.034, 0.294, 0.462, 0.360, 0.318, 0.357, 0.429, 0.466, 0.277, 0.668, 0.373, 0.534, -0.121, 0.307, 0.518, 0.544, 0.453, 0.415, 0.665

The following is a DFT calculation (ωB97M-V with the def2-TZVPD basis set) of a molecular structure, C47H43IN3O2PSSeSr at a distorted geometry.

```
100
Properties=species:S:1:pos:R:3
I 3.024 0.874 -1.561
Sr -0.080 0.650 0.874
Se 1.417 2.981 0.238
S 3.237 2.134 4.098
P 0.571 -0.035 -3.728
O 0.236 -4.073 1.388
O -4.460 0.241 1.441
N 1.073 -2.128 0.379
N -2.632 0.865 0.119
N -1.608 -1.452 1.492
C -2.228 -0.392 2.025
C 3.915 -0.636 -6.891
C -4.742 2.080 -3.303
C 5.613 -1.145 -5.223
C 0.140 -1.214 3.106
C 3.395 -0.320 -4.497
C 3.924 -3.502 -1.544
C -0.209 1.582 -4.154
C 2.040 -0.025 -4.886
C -1.755 0.247 3.166
C -3.298 2.605 -1.434
C -0.026 -2.266 -5.404
C -0.883 -3.230 -5.919
C 1.894 -3.940 -2.730
C -3.260 0.280 1.138
C 3.946 -2.348 0.684
C -3.385 1.273 -0.996
C 1.743 0.082 -6.223
C 2.676 -0.194 -7.238
C -1.530 3.085 -5.509
C -0.461 -1.873 2.031
C -1.016 1.820 -5.267
C 3.933 -0.223 -3.171
C -1.248 4.131 -4.640
C -2.246 -3.161 -5.669
C 1.154 -3.350 -1.713
C -2.489 3.600 -0.653
C 0.044 2.632 -3.272
C -0.515 -1.213 -4.632
C -2.743 -2.126 -4.888
C -3.981 2.988 -2.581
C -0.535 -0.157 3.699
C 4.302 -0.708 -5.532
C 4.291 2.260 2.639
C -1.887 -1.169 -4.367
C -0.467 3.899 -3.518
C -4.211 -1.100 -1.309
C 3.215 -2.894 -0.513
C 3.279 -4.015 -2.657
C -0.345 -3.293 -1.773
C -4.817 0.766 -2.868
C -4.143 0.341 -1.727
C 2.304 3.665 3.895
C 5.214 -0.643 -2.923
C 1.821 -2.805 -0.603
C 6.053 -1.145 -3.934
C 0.344 -2.851 1.208
H -1.659 5.117 -4.825
H -1.273 1.010 -5.940
H -1.444 3.296 -0.543
H -0.779 -3.922 -0.992
H 2.939 4.534 4.075
H 0.618 2.477 -2.362
H -2.914 -3.915 -6.068
H -0.262 4.687 -2.803
H 0.731 0.328 -6.516
H 2.383 -0.107 -8.277
H -2.502 4.574 -1.145
H 5.006 -3.564 -1.471
H -3.239 -1.459 -0.964
H 3.280 -2.267 1.541
H -4.906 -1.229 -0.477
H 4.337 -1.347 0.480
H 1.494 3.658 4.625
H -2.168 3.248 -6.370
H 4.640 -0.920 -7.647
H 3.664 2.430 1.759
H 3.848 -4.466 -3.462
H -3.898 4.016 -2.919
H -4.536 -1.726 -2.142
H -5.396 0.041 -3.432
H 1.370 -4.347 -3.589
H 6.255 -1.464 -6.037
H -0.478 -4.043 -6.510
H 1.122 -1.520 3.439
H -0.090 0.381 4.527
H 7.053 -1.482 -3.687
H 4.818 1.312 2.533
H -0.712 -3.625 -2.745
H 5.601 -0.559 -1.915
H 4.786 -2.995 0.949
H -2.890 3.716 0.358
H 1.889 3.697 2.883
H -0.702 -2.276 -1.593
H 5.018 3.065 2.756
H -2.293 -0.380 -3.743
H 1.036 -2.341 -5.600
H -2.304 1.089 3.569
H -5.259 2.390 -4.203
H -3.803 -2.063 -4.672
```

The value obtained for the HOMO-LUMO gap is 0.1943 Eh. The net charge is -2. The value obtained for the electronic energy is -152414.199 eV.

Here are the Mulliken charges for atoms 1 to 99, given in e: 0.215, 1.922, -1.454, -0.137, 1.270, -0.810, -0.765, 0.633, 0.322, -0.120, -0.898, -0.869, -1.049, -0.850, 0.042, 0.403, -0.748, 1.078, 0.290, 0.253, 1.124, -0.348, -0.678, -0.677, 0.126, -1.430, -0.150, 0.070, -1.061, -0.950, -0.086, -0.076, -0.177, -0.525, -0.788, 1.530, -1.472, -0.604, 0.371, -0.454, -0.759, -0.843, 0.582, -0.381, -0.865, -0.507, -1.637, 1.103, -0.985, -1.365, -0.305, 1.047, -0.477, -0.360, -0.648, -0.935, -0.235, 0.379, 0.324, 0.081, 0.578, 0.291, -0.165, 0.332, 0.520, 0.220, 0.390, 0.348, 0.366, 0.102, 0.151, 0.497, 0.148, 0.257, 0.337, 0.332, -0.166, 0.407, 0.303, 0.405, 0.371, 0.369, 0.317, 0.379, 0.385, 0.401, 0.387, 0.242, 0.301, 0.400, 0.438, 0.344, -0.086, 0.022, 0.345, 0.426, 0.388, 0.486, 0.367

The following is a DFT calculation (ωB97M-V with the def2-TZVPD basis set) of 2 unconnected molecules or ions with the total composition C19H22F at a distorted geometry.

```
42
Properties=species:S:1:pos:R:3
F -5.000 2.461 6.299
C -3.872 -0.376 4.252
C -7.300 -1.213 0.251
C -2.720 -0.727 4.993
C -6.275 -2.140 0.218
C -4.180 -1.147 3.099
C 0.040 -2.462 1.464
C -5.254 -1.112 2.170
C 0.815 -1.200 -0.585
C -5.271 -2.094 1.154
C -1.673 0.010 0.771
C -3.117 1.027 6.566
C -7.317 -0.236 1.229
C -4.621 0.715 4.739
C -6.318 -0.184 2.169
C 0.525 -1.118 0.916
C 0.017 1.109 2.124
C -4.255 1.407 5.871
C -0.440 0.002 1.245
C -2.357 -0.039 6.124
H -8.084 -1.249 -0.487
H 1.475 -0.875 1.424
H -2.348 0.807 1.013
H -6.268 -2.902 -0.545
H -2.036 -0.772 0.136
H -0.053 2.068 1.610
H 1.183 -0.250 -0.976
H -4.482 -2.826 1.123
H -2.842 1.578 7.449
H -0.143 -2.415 2.538
H 0.768 -3.255 1.285
H -0.083 -1.457 -1.146
H -2.123 -1.560 4.665
H -5.506 1.058 4.251
H 1.054 0.977 2.431
H -0.591 1.167 3.027
H 1.563 -1.962 -0.808
H -3.458 -1.921 2.898
H -0.892 -2.767 0.989
H -8.116 0.490 1.250
H -1.477 -0.331 6.677
H -6.368 0.592 2.901
```

The calculation puts the relative energy (zero: lowest compared OMol25 entry of this formula, charge and spin) at 24.43 kJ/mol. The value obtained for the HOMO-LUMO gap is 0.2082 Eh. The net charge is +1. The value obtained for the electronic energy is -22769.341 eV.

Charges per atom according to Mulliken partitioning, unit e: -0.288, 1.318, -0.291, -0.655, -0.771, -0.498, -1.283, 1.235, -1.465, -0.569, -1.341, -0.272, -1.116, -0.502, -0.057, 0.368, -1.344, -0.163, 1.064, -0.720, 0.422, 0.310, 0.410, 0.413, 0.310, 0.339, 0.361, 0.434, 0.477, 0.241, 0.440, 0.296, 0.388, 0.673, 0.427, 0.245, 0.428, 0.228, 0.234, 0.432, 0.446, 0.397